DFT (the ωB97M-V functional and the def2-TZVPD basis) results for one molecule with the formula C23H26N6O3S2.

Output
spin multiplicity	1
SMILES	Cc1cc(NC(=O)CSc2nc3c(sc4ccccc43)c(=O)n2CCCN2CCOCC2)n[nH]1
LUMO level	0.204	eV

CARTESIAN COORDINATES (ANGSTROEM)
C -4.8522 -0.1023 1.9629
C -4.1470 -0.7523 0.8313
C -2.9796 -1.4815 0.7879
C -2.8056 -1.7904 -0.5733
N -3.7920 -1.3008 -1.3095
N -4.5972 -0.6794 -0.4412
H -5.4239 -0.2132 -0.7768
N -1.7384 -2.4172 -1.2022
C -0.6359 -2.8842 -0.5669
O -0.5745 -3.0984 0.6218
C 0.5528 -3.1201 -1.4971
H 0.4544 -2.5938 -2.4446
H 0.7098 -4.1856 -1.6651
S 2.0556 -2.5428 -0.6410
C 1.3648 -1.1018 0.0998
N 0.4047 -0.5517 -0.5706
C -0.2830 0.4386 0.0397
C 0.0062 0.8336 1.3327
C 1.1291 0.2999 2.0453
O 1.5327 0.6371 3.1393
N 1.7843 -0.7204 1.3231
C 2.9531 -1.2954 1.9545
C 4.1841 -0.4042 1.7828
C 4.5619 -0.1745 0.3196
N 3.5687 0.5915 -0.4192
C 3.7579 0.4689 -1.8560
C 2.6358 1.2153 -2.5756
O 2.6296 2.5811 -2.2309
C 2.4685 2.7292 -0.8414
C 3.5628 2.0012 -0.0605
H 3.3594 2.1072 1.0060
H 4.5391 2.4695 -0.2831
H 2.5050 3.8010 -0.6386
H 1.4856 2.3376 -0.5396
H 2.7764 1.1725 -3.6571
H 1.6714 0.7580 -2.3097
H 3.7253 -0.5884 -2.1272
H 4.7302 0.8886 -2.1706
H 4.6504 -1.1482 -0.1715
H 5.5503 0.3180 0.2795
H 5.0227 -0.8915 2.2820
H 4.0009 0.5439 2.2880
H 3.1287 -2.2830 1.5240
H 2.7283 -1.3897 3.0207
S -1.0772 2.0485 1.9374
C -1.9342 2.0531 0.4151
C -3.0359 2.8336 0.0948
C -3.5786 2.7189 -1.1688
C -3.0301 1.8489 -2.1110
C -1.9408 1.0682 -1.7967
C -1.3890 1.1544 -0.5203
H -1.5042 0.3947 -2.5164
H -3.4682 1.7869 -3.0952
H -4.4356 3.3197 -1.4354
H -3.4468 3.5170 0.8217
H -1.7444 -2.3145 -2.2063
H -2.3382 -1.7568 1.5966
H -5.8693 -0.4818 2.0557
H -4.9015 0.9755 1.8076
H -4.3188 -0.2972 2.8881

Atomic forces in eV per Å
C -0.1 0.0 0.0
C 0.1 -0.1 -0.1
C -0.1 0.0 0.0
C -0.8 0.3 0.3
N 0.4 -0.5 -0.6
N 0.1 0.0 0.4
H 0.1 0.0 0.0
N -0.4 -0.1 -0.4
C 0.0 -0.3 -0.4
O -0.1 0.0 0.2
C 0.4 0.3 0.3
H -0.1 -0.1 0.0
H 0.0 0.0 0.0
S 0.2 -0.5 -0.2
C -0.4 0.0 -0.5
N 0.2 0.1 -0.3
C 0.4 0.1 1.1
C -0.4 0.1 -0.5
C -0.1 -0.1 -0.3
O 0.1 0.2 0.3
N -0.5 0.0 0.2
C 0.5 0.0 0.4
C -0.1 0.0 -0.2
C 0.0 0.1 0.2
N 0.2 0.1 -0.2
C -0.2 0.2 -0.2
C 0.2 -0.3 -0.1
O 0.1 0.2 -0.1
C 0.1 0.1 0.4
C -0.3 0.2 -0.1
H 0.0 0.1 0.0
H 0.0 0.0 0.0
H 0.0 -0.1 0.1
H 0.1 0.1 0.0
H 0.0 -0.1 0.0
H 0.1 0.0 -0.1
H 0.0 0.0 0.0
H 0.0 0.0 0.0
H 0.1 0.0 0.0
H 0.0 -0.1 -0.1
H 0.0 0.0 0.1
H 0.1 0.0 0.1
H -0.1 0.1 0.1
H 0.0 -0.1 -0.2
S 0.0 -0.1 -0.1
C 0.3 -0.2 0.0
C -0.1 0.1 0.0
C 0.0 0.1 0.1
C 0.1 0.0 -0.1
C 0.1 0.1 0.1
C -0.3 0.4 0.1
H 0.0 -0.1 -0.1
H 0.0 0.0 -0.1
H -0.1 0.1 0.0
H -0.1 0.1 0.1
H 0.2 0.0 0.1
H 0.1 0.0 0.2
H -0.1 0.0 0.1
H 0.0 0.1 0.1
H 0.0 0.0 0.1